Entry 1:
Below is a molecular structure, C47H51GeN5OPtS, with properties calculated with the ωB97M-V functional and the def2-TZVPD basis.

CARTESIAN COORDINATES (ANGSTROEM)
Pt 0.8458 -0.4246 0.4216
C -6.0133 -0.3620 0.8854
C -5.7480 0.1623 -0.4972
C -6.7591 0.7307 -1.2627
C -6.5158 1.2158 -2.5389
C -5.2460 1.1139 -3.0847
C -4.2249 0.5320 -2.3504
C -4.4689 0.0802 -1.0568
N -3.4410 -0.5224 -0.2842
C -2.1439 -0.1116 -0.1696
N -1.8969 1.1554 -0.5700
C -0.7614 1.9820 -0.4084
C 0.4697 1.5045 0.0325
C 1.4762 2.4437 0.2726
C 1.2890 3.7918 0.0347
C 0.0718 4.2319 -0.4689
C -0.9707 3.3454 -0.6842
C -2.2983 3.8470 -1.1874
N -1.2403 -0.9029 0.3385
C -1.6719 -2.1297 0.9188
C -2.0103 -2.1325 2.2704
C -2.4324 -3.3021 2.8813
C -2.5104 -4.4729 2.1396
C -2.1690 -4.4646 0.7954
C -1.7488 -3.3002 0.1573
C -1.4171 -3.2922 -1.3058
H -7.0265 -0.1210 1.1999
H -5.3158 0.0625 1.6101
H -5.9070 -1.4498 0.9316
H -7.7548 0.8012 -0.8427
H -7.3188 1.6642 -3.1079
H -5.0504 1.4662 -4.0885
H -3.2420 0.4050 -2.7893
H -3.6598 -1.3896 0.1822
H -2.7166 1.6364 -0.9044
H 2.4372 2.1032 0.6401
H 2.0959 4.4925 0.2076
H -0.0789 5.2821 -0.6867
H -2.2740 4.9286 -1.3012
H -3.1166 3.6165 -0.4970
H -2.5564 3.4209 -2.1615
H -1.9097 -1.2045 2.8211
H -2.7008 -3.3005 3.9302
H -2.8406 -5.3923 2.6055
H -2.2319 -5.3807 0.2199
H -1.2265 -4.3021 -1.6666
H -0.5358 -2.6827 -1.5071
H -2.2425 -2.8765 -1.8914
C -0.0166 -0.0840 -3.0180
Ge 1.5879 -0.2650 -1.8913
C 2.5043 -1.9243 -2.4309
C 1.9540 -2.6795 -3.4662
C 2.5565 -3.8541 -3.9001
C 3.7306 -4.2901 -3.3056
C 4.2975 -3.5449 -2.2796
C 3.6865 -2.3795 -1.8456
C 2.7624 1.2538 -2.2886
C 2.4240 2.0533 -3.3501
C 3.2609 3.1054 -3.7807
C 4.4403 3.3459 -3.1413
C 4.8268 2.5588 -2.0287
C 6.0371 2.8086 -1.3375
C 6.3916 2.0654 -0.2481
C 5.5382 1.0405 0.2096
C 4.3694 0.7750 -0.4467
C 3.9798 1.5091 -1.5934
H 0.2569 -0.1535 -4.0722
H -0.4744 0.8897 -2.8488
H -0.7449 -0.8646 -2.7989
H 1.0371 -2.3590 -3.9474
H 2.1106 -4.4233 -4.7058
H 4.2060 -5.2018 -3.6432
H 5.2174 -3.8746 -1.8139
H 4.1446 -1.8287 -1.0340
H 1.4974 1.8894 -3.8870
H 2.9635 3.7096 -4.6278
H 5.0969 4.1424 -3.4697
H 6.6777 3.6084 -1.6891
H 7.3192 2.2652 0.2717
H 5.8112 0.4665 1.0863
H 3.7010 0.0068 -0.0651
C 1.1676 -1.9988 3.5466
C 1.2923 -2.8342 2.3262
N 1.3659 -2.4120 1.0729
C 1.5242 -3.5320 0.2801
C 1.5527 -4.6347 1.0651
N 1.4038 -4.1754 2.3526
H 0.7824 -1.0105 3.2995
H 2.1412 -1.8843 4.0278
H 0.4860 -2.4648 4.2589
H 1.6109 -3.4668 -0.7863
H 1.6539 -5.6785 0.8301
H 1.3871 -4.7353 3.1875
O -0.1919 0.7147 2.7726
S -0.6133 2.1413 2.9713
C -1.5254 2.1938 4.5523
C -0.5021 2.4328 5.6527
C 0.4389 3.4911 5.0857
C 0.8333 2.9940 3.7004
H -2.0717 1.2538 4.6178
H -2.2403 3.0157 4.4789
H 0.0482 1.5102 5.8517
H -0.9754 2.7477 6.5822
H 1.3181 3.6531 5.7090
H -0.0867 4.4459 5.0069
H 1.5823 2.2011 3.7477
H 1.1750 3.7668 3.0150

- ΔE to the lowest compared entry with this formula, charge and spin: 0.000 eV
- <S²>: 0.7539
- Total charge: +1
- Max |F|: 0.0096 Eh/bohr
- E_tot: -4764.92385 a.u.
- Multiplicity: 2

Atomic partial charges in e from the Löwdin method, atoms 1 to 8: 1.043, -0.034, -0.207, -0.033, -0.070, -0.071, -0.034, -0.200

Entry 2:
Below is a molecular structure, C47H52AsHfN2OP2SSi2, with properties calculated with the ωB97M-V functional and the def2-TZVPD basis.

CARTESIAN COORDINATES (ANGSTROEM)
Hf 0.4312 -0.0041 0.1376
O 2.1007 3.4085 0.2521
S 2.1037 2.4490 -0.8657
C 3.0037 0.9876 -0.1621
C 4.1089 0.5922 -0.9187
C 5.0978 -0.1822 -0.3417
C 5.0017 -0.5645 0.9967
C 3.9121 -0.1814 1.7546
C 2.9010 0.6127 1.1943
P 1.4784 1.2725 2.1345
C 1.8977 2.5371 3.3263
C 2.6012 2.1572 4.4733
C 2.9337 3.1184 5.4104
C 2.5568 4.4417 5.2076
C 1.8498 4.8113 4.0719
C 1.5162 3.8614 3.1195
C 0.8959 -0.2042 3.0378
C 1.1076 -1.5117 2.5873
C 0.4158 -2.5832 3.1635
C -0.4567 -2.3633 4.2079
C -0.6452 -1.0666 4.6913
C -0.0018 0.0009 4.1016
C 0.3567 1.8974 -0.9607
C -0.5963 3.0042 -0.7061
C -1.8972 2.7650 -0.8314
C -2.3528 1.3572 -1.0848
C -1.4075 0.6283 -1.9862
C -0.0874 0.9597 -2.0141
P 1.1684 -0.0237 -2.8689
C 1.9860 1.1912 -3.9287
C 1.4140 2.4301 -4.2189
C 2.0715 3.3104 -5.0643
C 3.2892 2.9537 -5.6288
C 3.8540 1.7152 -5.3541
C 3.2087 0.8350 -4.4996
C 0.1983 -1.1157 -3.9438
C 0.1694 -2.4893 -3.7172
C -0.5943 -3.3136 -4.5330
C -1.3242 -2.7692 -5.5792
C -1.2836 -1.4002 -5.8217
C -0.5227 -0.5748 -5.0114
H 4.2025 0.9400 -1.9404
H 5.9698 -0.4608 -0.9192
H 5.7989 -1.1377 1.4515
H 3.8529 -0.4717 2.7958
H 2.8806 1.1235 4.6397
H 3.4839 2.8385 6.2982
H 2.8183 5.1901 5.9438
H 1.5642 5.8436 3.9231
H 0.9906 4.1437 2.2192
H 1.8882 -1.7353 1.8724
H 0.6156 -3.5900 2.8196
H -0.9639 -3.1948 4.6790
H -1.2903 -0.8992 5.5443
H -0.1473 0.9984 4.4965
H -0.2033 3.9862 -0.4755
H -2.6306 3.5544 -0.7526
H -3.3782 1.2971 -1.4428
H -1.7928 -0.1204 -2.6679
H 0.4583 2.7115 -3.7902
H 1.6301 4.2720 -5.2893
H 3.7974 3.6413 -6.2914
H 4.7950 1.4355 -5.8084
H 3.6433 -0.1382 -4.2964
H 0.7652 -2.9243 -2.9253
H -0.6031 -4.3827 -4.3656
H -1.9102 -3.4130 -6.2214
H -1.8350 -0.9809 -6.6526
H -0.4762 0.4882 -5.2173
N 1.7370 -6.2021 -0.8758
C 1.4404 -4.9145 -0.7158
C 0.1309 -4.4817 -0.4030
C -0.1231 -3.1494 -0.2542
N 0.8065 -2.1796 -0.4054
C 2.0649 -2.5927 -0.6997
C 2.4201 -3.9006 -0.8509
H 1.0364 -6.9187 -0.7804
H 2.6713 -6.5028 -1.0998
H -0.6728 -5.1962 -0.2821
H -1.1223 -2.8202 -0.0010
H 2.8101 -1.8165 -0.8323
H 3.4439 -4.1551 -1.0905
C -2.0009 3.0042 2.8464
Si -3.2960 1.7965 2.2977
C -3.8449 0.6429 3.6467
C -4.7034 2.6231 1.4208
As -2.2669 0.3081 0.6543
Si -3.7991 -1.5033 0.2159
C -5.5152 -0.8001 0.2826
C -3.4729 -2.1282 -1.5108
C -3.5099 -2.7314 1.5883
H -2.4191 3.6463 3.6271
H -1.6724 3.6439 2.0273
H -1.1247 2.5094 3.2672
H -4.2383 1.2367 4.4763
H -3.0169 0.0431 4.0249
H -4.6386 -0.0282 3.3168
H -5.2758 3.1679 2.1788
H -5.3858 1.9210 0.9443
H -4.3744 3.3531 0.6831
H -5.6818 -0.0179 -0.4594
H -5.8081 -0.4285 1.2636
H -6.1912 -1.6251 0.0331
H -3.8182 -1.3898 -2.2389
H -4.0944 -3.0173 -1.6584
H -2.4476 -2.4022 -1.7594
H -3.7611 -2.2628 2.5431
H -2.4902 -3.1104 1.6635
H -4.1795 -3.5862 1.4622

- ΔE to the lowest compared entry with this formula, charge and spin: 0.106 eV
- Total charge: +3
- Max |F|: 0.0107 Eh/bohr
- E_tot: -5949.82524 a.u.

Atomic partial charges in e from the Löwdin method, atoms 1 to 8: 1.405, -0.471, 1.011, -0.430, -0.080, -0.014, -0.012, -0.050

Entry 3:
Below is a molecular structure, C47H52Br2I2InN5O, with properties calculated with the ωB97M-V functional and the def2-TZVPD basis.

CARTESIAN COORDINATES (ANGSTROEM)
In -0.1081 0.1145 0.0924
C -0.8100 -5.3374 3.6630
C 0.4695 -4.7074 3.0997
C 0.2049 -3.8440 1.9054
C 0.1231 -4.2296 0.5981
C 0.2111 -5.6154 0.0405
C -1.1804 -6.1654 -0.3060
C -0.1045 -3.0321 -0.1788
C -0.2430 -2.9804 -1.5605
C -0.5042 -1.8633 -2.3438
C -0.7165 -1.8757 -3.7726
C -0.7121 -3.0823 -4.6579
C -2.1341 -3.6154 -4.8759
C -0.9966 -0.5928 -4.1411
C -0.9655 0.2067 -2.9393
C -1.2367 1.5684 -2.8814
C -1.3431 2.3469 -1.7343
N -1.2705 1.8648 -0.4682
C -1.4315 2.9136 0.3801
C -1.3889 2.8361 1.7667
C -1.1157 1.7223 2.5519
N -0.8050 0.4837 2.0872
C -0.5503 -0.3122 3.1570
C -0.1606 -1.6448 3.0819
C -0.0151 -2.4153 1.9326
N -0.1811 -1.9622 0.6577
C -0.7430 0.4458 4.3781
C -1.0855 1.7107 4.0017
C -1.4068 2.8912 4.8626
C -2.9151 3.1672 4.9182
C -0.5963 -0.1119 5.7581
C -1.7908 -0.9846 6.1639
C -1.6251 4.1305 -0.3846
C -1.5645 3.7797 -1.7002
C -1.6593 4.6615 -2.9049
C -3.0884 4.7569 -3.4519
C -1.8299 5.4898 0.2020
C -3.2670 5.6886 0.7013
N -0.6437 -0.5887 -1.8786
C -1.2597 -0.0711 -5.5188
C 0.0165 0.5113 -6.1413
H -0.5905 -5.9374 4.5471
H -1.2773 -5.9822 2.9186
H -1.5244 -4.5607 3.9392
H 1.1667 -5.4988 2.8148
H 0.9571 -4.1199 3.8800
H 0.6815 -6.2728 0.7739
H 0.8382 -5.6205 -0.8549
H -1.8143 -6.1741 0.5808
H -1.1152 -7.1834 -0.6927
H -1.6653 -5.5381 -1.0543
H -0.1572 -3.9233 -2.0862
H -0.0952 -3.8690 -4.2197
H -0.2670 -2.8227 -5.6209
H -2.5893 -3.8834 -3.9215
H -2.1247 -4.4966 -5.5189
H -2.7620 -2.8553 -5.3412
H -1.3922 2.0732 -3.8259
H -1.5421 3.7663 2.2984
H 0.0038 -2.1520 4.0240
H -0.8857 3.7702 4.4755
H -1.0416 2.7145 5.8751
H -3.3144 3.3432 3.9190
H -3.1251 4.0436 5.5330
H -3.4439 2.3134 5.3437
H -0.4974 0.7077 6.4711
H 0.3194 -0.7058 5.8137
H -2.7152 -0.4066 6.1340
H -1.6565 -1.3672 7.1766
H -1.9031 -1.8315 5.4861
H -0.9993 4.2784 -3.6861
H -1.3076 5.6617 -2.6462
H -3.4761 3.7678 -3.6999
H -3.1145 5.3734 -4.3516
H -3.7526 5.2026 -2.7106
H -1.6049 6.2460 -0.5522
H -1.1263 5.6416 1.0243
H -3.9735 5.5760 -0.1215
H -3.3930 6.6814 1.1352
H -3.5166 4.9456 1.4598
H -2.0362 0.6958 -5.4847
H -1.6309 -0.8790 -6.1516
H 0.3979 1.3330 -5.5339
H -0.1741 0.8827 -7.1494
H 0.7903 -0.2566 -6.1959
I 2.4563 1.5727 -2.7913
C 3.8677 0.2135 -3.6427
I 3.2732 -1.8298 -3.6066
H 4.7899 0.2920 -3.0813
H 4.0152 0.4899 -4.6783
C 3.6647 -2.7228 -0.3704
C 4.1014 -1.3258 -0.0767
C 5.4827 -1.0520 0.0230
C 5.9067 0.1909 0.3769
C 4.9555 1.1940 0.6517
C 5.2891 2.4963 1.0763
Br 7.1181 3.0110 1.2522
C 4.3211 3.4152 1.3504
C 2.9823 3.0787 1.1603
Br 1.6530 4.3781 1.5153
C 2.5529 1.8329 0.7031
O 1.2973 1.6296 0.4660
C 3.5848 0.8458 0.4890
N 3.1871 -0.3989 0.1252
H 4.4848 -3.3156 -0.7741
H 2.8317 -2.7304 -1.0660
H 3.3231 -3.1861 0.5566
H 6.1943 -1.8407 -0.1832
H 6.9605 0.4190 0.4572
H 4.5801 4.4036 1.7025

- ΔE to the lowest compared entry with this formula, charge and spin: 0.644 eV
- Max |F|: 0.0112 Eh/bohr
- E_tot: -8104.89910 a.u.

Atomic partial charges in e from the Löwdin method, atoms 1 to 8: 0.908, -0.076, -0.188, -0.125, -0.131, -0.182, -0.079, -0.227

Entry 4:
Below is 7 unconnected molecules or ions with the total composition C47H53ClF3N3O6S at a distorted geometry, with properties calculated with the ωB97M-V functional and the def2-TZVPD basis.

CARTESIAN COORDINATES (ANGSTROEM)
H -0.6666 1.2069 -2.3540
N -1.2500 1.5864 -3.1507
C -2.5921 1.3654 -2.9214
C -2.9812 0.5411 -1.5286
C -3.7991 1.8344 -3.9727
C -3.9094 0.8710 -5.3041
O -4.1431 1.7979 -6.4608
O -5.0435 -0.0698 -5.2941
C -4.6129 -1.3065 -4.6255
C -5.8839 -2.2797 -4.1341
N -5.2636 -3.6353 -3.8621
C -4.0765 -3.6074 -2.9483
C -2.6897 -3.9832 -3.7998
C -1.6670 -4.8264 -2.8336
Cl 0.0610 -4.0975 -3.0669
N -6.4782 -1.5835 -2.9429
C -7.0911 -2.4927 -1.9177
O -7.9061 -3.5283 -2.1136
F -6.7111 -2.2266 -0.4791
C -7.5278 -0.5586 -3.2792
O -8.8500 -0.8902 -3.3119
F -7.2602 0.9050 -3.5435
S -7.1106 -2.6268 -5.5396
O -7.5217 -1.4017 -6.3700
O -8.3819 -3.3837 -5.1005
F -6.2609 -3.7136 -6.6156
H -2.1640 0.6408 -0.6894
H -4.0497 0.9114 -1.1746
H -3.1017 -0.6309 -1.7163
H -3.5065 2.9434 -4.2964
H -4.7926 1.9271 -3.3546
H -2.9203 0.2587 -5.5052
H -3.4210 1.6144 -7.1317
H -3.9535 -0.9419 -3.6976
H -3.9951 -1.9265 -5.4030
H -5.9653 -4.3712 -3.6393
H -4.2053 -4.5207 -2.1894
H -3.9593 -2.6561 -2.2774
H -2.1430 -2.9946 -4.1088
H -2.9726 -4.6062 -4.7758
H -1.6776 -5.9865 -3.0325
H -1.9461 -4.6228 -1.7023
C 0.7655 2.3594 1.5352
C 0.9796 3.6167 2.0994
C 1.0594 4.7441 1.2826
C 0.9294 4.6138 -0.1003
C 0.7245 3.3554 -0.6653
C 0.6409 2.2284 0.1518
H 0.6967 1.4820 2.1725
H 1.0836 3.7180 3.1769
H 1.2229 5.7242 1.7230
H 0.9889 5.4923 -0.7367
H 0.6290 3.2528 -1.7435
H 0.4790 1.2481 -0.2885
C 1.8531 -1.2256 5.7552
C 3.0190 -1.9893 5.7086
C 4.1175 -1.5424 4.9749
C 4.0487 -0.3328 4.2834
C 2.8795 0.4265 4.3224
C 1.7822 -0.0185 5.0591
H 0.9996 -1.5708 6.3324
H 3.0718 -2.9333 6.2454
H 5.0272 -2.1363 4.9417
H 4.9052 0.0169 3.7139
H 2.8236 1.3664 3.7787
H 0.8720 0.5744 5.0913
C -10.7469 1.7744 -5.9721
C -9.5810 1.0107 -6.0186
C -8.4825 1.4576 -6.7523
C -8.5513 2.6672 -7.4438
C -9.7205 3.4265 -7.4049
C -10.8178 2.9815 -6.6681
H -11.6004 1.4292 -5.3949
H -9.5282 0.0667 -5.4819
H -7.5728 0.8637 -6.7856
H -7.6948 3.0169 -8.0134
H -9.7764 4.3664 -7.9486
H -11.7280 3.5744 -6.6360
C 5.1203 2.7847 2.0106
C 6.1126 3.6055 1.4754
C 6.1620 3.8357 0.1009
C 5.2207 3.2412 -0.7399
C 4.2340 2.4130 -0.2057
C 4.1823 2.1857 1.1693
H 5.0780 2.6109 3.0824
H 6.8477 4.0668 2.1302
H 6.9334 4.4781 -0.3155
H 5.2573 3.4224 -1.8105
H 3.5040 1.9448 -0.8614
H 3.4119 1.5421 1.5856
C 7.6882 -0.5197 9.4011
C 6.6522 -1.0128 8.6085
C 6.2388 -0.3052 7.4801
C 6.8592 0.8989 7.1463
C 7.8890 1.3968 7.9441
C 8.3049 0.6873 9.0704
H 8.0146 -1.0746 10.2764
H 6.1670 -1.9499 8.8699
H 5.4337 -0.6916 6.8607
H 6.5391 1.4491 6.2658
H 8.3686 2.3382 7.6875
H 9.1090 1.0743 9.6907
C 8.7043 -1.7993 4.1087
C 8.5686 -1.8798 5.4943
C 8.6409 -3.1179 6.1321
C 8.8448 -4.2772 5.3833
C 8.9712 -4.1977 3.9967
C 8.9026 -2.9592 3.3592
H 8.6547 -0.8338 3.6127
H 8.4072 -0.9768 6.0778
H 8.5385 -3.1799 7.2124
H 8.9037 -5.2416 5.8801
H 9.1241 -5.1017 3.4122
H 9.0035 -2.8972 2.2789

- Max |F|: 0.2007 Eh/bohr
- SMILES string: [H]/N=C(\C)C[C@H](O)OC[C@@](NCCCCl)(N(C(=O)F)C(=O)F)S(=O)(=O)F.c1ccccc1.c1ccccc1.c1ccccc1.c1ccccc1.c1ccccc1.c1ccccc1
- E_tot: -3596.01129 a.u.

Atomic partial charges in e from the Löwdin method, atoms 1 to 8: 0.023, 0.073, -0.292, -0.072, -0.042, -0.301, -0.054, -0.152